DFT (ωB97M-V/def2-TZVPD) results for C44H32Cl4N6O2Rh as an isolated structure.

Element x y z (Å)
Rh  0.31289  0.22880  -0.00987
Cl  -4.58740  -2.60357  4.34916
C  -3.55019  -1.56749  3.44112
C  -3.85241  -0.17328  3.36544
Cl  -5.24197  0.42933  4.18496
C  -3.04934  0.68322  2.65640
Cl  -3.37628  2.36695  2.54905
C  -1.90513  0.19669  1.96339
O  -1.13592  0.96178  1.31815
C  -1.57054  -1.22580  2.05524
O  -0.52494  -1.62230  1.51223
C  -2.44830  -2.07627  2.81306
Cl  -2.03457  -3.74132  2.89443
C  5.74603  -1.07126  -4.16831
C  6.11048  0.13942  -3.35680
C  7.35216  0.74766  -3.48141
C  7.69334  1.86378  -2.73053
C  6.76734  2.40223  -1.85245
C  5.51233  1.82634  -1.72386
C  5.18738  0.68761  -2.45603
N  3.92571  0.06350  -2.36649
C  3.06494  0.08304  -1.28774
N  3.68076  0.17627  -0.09508
C  3.13466  0.22568  1.20152
C  1.76099  0.23755  1.43662
C  1.37491  0.31501  2.78171
C  2.28712  0.36861  3.81755
C  3.64595  0.34115  3.54023
C  4.09075  0.27094  2.23449
C  5.56807  0.24020  1.93744
N  1.78120  -0.04095  -1.44565
C  1.36396  -0.26350  -2.80638
C  0.98156  0.81358  -3.59574
C  0.61466  0.60188  -4.91512
C  0.61957  -0.68188  -5.43855
C  1.03366  -1.74498  -4.65127
C  1.43738  -1.55712  -3.33307
C  2.00178  -2.70459  -2.54069
H  6.60139  -1.42050  -4.74440
H  4.93656  -0.86036  -4.87360
H  5.40128  -1.88375  -3.52568
H  8.06831  0.32681  -4.17751
H  8.67188  2.31264  -2.83843
H  7.00697  3.28566  -1.27496
H  4.77591  2.27214  -1.06787
H  3.47483  -0.15993  -3.24220
H  4.68466  0.16736  -0.14706
H  0.32864  0.34757  3.03259
H  1.93975  0.43375  4.84111
H  4.37310  0.37693  4.34357
H  6.13779  0.28429  2.86412
H  5.88767  1.08592  1.31983
H  5.86549  -0.67720  1.41845
H  0.95442  1.80512  -3.16254
H  0.30572  1.44177  -5.52390
H  0.29868  -0.85605  -6.45790
H  1.04207  -2.74975  -5.05784
H  1.55438  -3.64228  -2.86625
H  1.80776  -2.59168  -1.47684
H  3.08637  -2.77440  -2.68278
N  -6.74222  0.75014  -7.86293
C  -5.97578  0.69649  -7.00463
C  -5.01966  0.62810  -5.93992
C  -5.24448  -0.20027  -4.83709
C  -4.31548  -0.26902  -3.82057
C  -3.12706  0.48388  -3.85215
C  -2.93289  1.32209  -4.96465
C  -3.85151  1.39129  -5.99128
C  -2.14956  0.40100  -2.76870
C  -1.61272  1.61845  -2.23926
C  -1.92885  2.94765  -2.57906
C  -1.14211  3.78479  -1.77151
C  -0.40367  2.94817  -0.95205
N  -0.67865  1.64915  -1.23486
C  -1.75886  -0.89825  -2.31405
C  -2.05875  -2.13239  -2.92799
C  -1.43160  -3.13217  -2.17754
C  -0.77289  -2.48236  -1.14295
N  -0.94543  -1.14320  -1.22442
H  -6.15744  -0.77899  -4.77958
H  -4.50495  -0.89981  -2.96337
H  -2.02478  1.90508  -5.02108
H  -3.66759  2.02877  -6.84683
H  -2.67181  3.26370  -3.29231
H  -1.13812  4.86373  -1.75649
H  0.26807  3.20536  -0.14469
H  -2.64007  -2.26876  -3.82481
H  -1.46087  -4.19792  -2.34850
H  -0.19810  -2.91356  -0.33980

Computed properties:
spin multiplicity	5
DFT total energy	-112282.1751	eV
E_HOMO (spin up / spin down)	-2.6 / -4.4	eV
charge	-1
lowest unoccupied orbital energy (spin up / spin down)	2.000 / 0.830	eV

Atom charges from the Löwdin analysis, given in e for atoms 1 to 5: atom 1 (Rh): 1.26, atom 2 (Cl): 0.66, atom 3 (C): -0.70, atom 4 (C): -0.70, atom 5 (Cl): 0.66